13
Properties=species:S:1:pos:R:3 method="wB97M-V/def2-TZVPD" multiplicity=1 homo_energy_ev="-8.3 / -8.5" energy_ha=-573.04279
C -1.01737 0.99477 0.21714
C -0.33606 2.03798 -0.00206
C -0.61914 -0.40641 0.03960
C 0.84334 -0.77137 0.30503
O 3.39526 0.13809 0.38272
P 2.10449 0.36503 -0.25012
H -2.05015 1.11376 0.50379
H 0.28591 2.92769 0.24450
H -1.25207 -1.07364 0.68721
H -0.88985 -0.87872 -1.00676
H 0.96129 -0.75914 1.33275
H 1.04049 -1.71762 -0.08031
H 2.01996 -0.05167 -1.55844

---

13
Properties=species:S:1:pos:R:3 method="wB97M-V/def2-TZVPD" s_squared=2.0108 multiplicity=3 homo_energy_ev="-6.6 / -10.5" energy_ha=-572.99624
C -0.33286 0.06594 1.35026
C -1.36755 -0.33700 0.36100
C 0.03535 -0.97457 0.31148
C 1.03104 -0.52693 -0.71901
O 1.98243 1.37312 -2.34909
P 0.98227 1.08072 -1.32174
H 0.03668 0.98528 1.21497
H -0.52146 -0.14871 2.30462
H -2.11813 -1.08131 0.60715
H -1.88844 0.28355 -0.35852
H 0.30041 -1.85300 0.71344
H 1.98869 -1.00129 -0.48521
H -0.12844 2.13420 -1.62934

---

13
Properties=species:S:1:pos:R:3 method="wB97M-V/def2-TZVPD" s_squared=12.9890 multiplicity=7 homo_energy_ev="-17.3 / -17.6" charge=+2 energy_ha=-1055.39414
C -0.05829 1.18686 -1.16513
C 0.05590 0.57879 0.22573
C -0.39487 -0.80285 0.42643
O -0.00974 -1.45089 1.49468
Tb -1.42635 -2.93923 2.77346
H -0.50450 0.57080 -1.94715
H -0.08079 1.26006 1.06744
H -0.32679 2.24224 -1.20196
H -0.33535 -1.37877 -0.51952
C 1.28120 0.81123 -0.64922
H 1.76763 -0.07564 -1.05875
H 1.95825 1.59598 -0.31286
H -1.92630 -1.59859 0.86686

---

12
Properties=species:S:1:pos:R:3 method="wB97M-V/def2-TZVPD" multiplicity=1 homo_energy_ev="-8.8 / -8.3" energy_ha=-497.72426
C -1.20299 -2.18282 1.36792
C 1.17593 0.37178 -0.48435
C 0.40041 1.51948 -0.98118
C -0.25352 0.55526 -0.06352
P -1.41576 -0.73774 -0.64937
H -1.99003 -2.85347 1.25360
H -0.39615 -1.99903 2.17558
H 1.34556 -0.42610 -1.14519
H 2.02147 0.50034 0.16617
H 0.69680 2.41901 -0.51869
H -0.06299 1.82416 -1.96032
H -0.31874 1.00911 0.83935